(1)
Entry from OMol25: C18H28N4O4PPtSe as an isolated structure at a distorted geometry (ωB97M-V/def2-TZVPD).

Computed properties:
**Gap between HOMO and LUMO (alpha / beta)**: 5.301 / 5.189 eV
**Multiplicity**: 5
**Total charge**: +1
**Highest occupied orbital energy (alpha / beta)**: -7.67 / -10.91 eV

XYZ file:
```
57
Properties=species:S:1:pos:R:3:forces:R:3
Pt 12.621 5.652 9.710 0.4 0.0 -0.7
C 14.158 4.583 12.709 0.6 -0.7 -0.5
C 15.086 4.949 11.505 0.8 -1.5 0.7
C 15.541 3.662 10.809 -0.6 -1.6 -1.4
C 16.424 5.548 12.065 -1.6 0.7 -3.1
C 14.431 5.757 10.406 0.5 -0.1 2.1
H 14.580 3.858 13.451 0.2 0.9 -0.6
H 13.315 4.035 12.337 -0.8 -0.2 -0.4
H 13.788 5.456 13.209 -0.1 0.5 0.4
H 15.667 2.782 11.416 -0.2 -0.2 1.1
H 16.541 3.719 10.356 -0.5 0.5 -0.4
H 14.795 3.300 10.041 0.9 0.5 0.5
H 16.829 4.956 12.829 0.5 -0.7 1.1
H 16.191 6.546 12.309 0.1 1.3 1.1
H 17.088 5.628 11.186 0.1 -0.1 0.5
H 14.965 6.634 10.125 0.3 0.9 -0.7
C 21.206 8.694 7.916 -1.6 -0.7 0.1
N 20.495 7.696 6.880 3.3 -0.5 -1.1
C 21.004 6.208 7.118 -4.4 0.6 1.1
N 20.682 5.892 8.479 0.6 -0.3 -0.6
C 21.354 6.847 9.352 2.8 -0.4 1.2
N 20.955 8.251 9.257 -0.8 -1.1 -0.3
C 19.513 8.356 9.641 0.0 1.6 -0.5
P 18.421 7.319 8.605 -3.2 -0.4 -1.4
C 19.035 7.778 6.878 -0.4 0.9 2.2
C 19.242 5.662 8.690 -1.1 1.6 1.4
H 20.681 9.611 7.747 -0.2 0.7 -0.2
H 22.258 8.860 7.678 -0.1 -0.7 -0.1
H 20.938 7.924 5.967 -0.9 0.2 0.3
H 21.985 6.139 6.885 3.3 0.3 -0.3
H 20.481 5.563 6.402 -0.3 0.3 0.2
H 22.483 6.878 9.097 -1.7 -0.5 0.2
H 21.350 6.507 10.419 -0.5 0.3 -0.9
H 19.246 9.433 9.548 -0.2 -0.7 -0.2
H 19.321 8.157 10.684 0.4 -0.4 0.4
H 18.721 8.768 6.605 -0.1 0.5 -0.2
H 18.513 7.074 6.290 -0.3 -1.0 -1.2
H 18.735 4.946 8.023 0.5 0.2 0.2
H 18.967 5.460 9.751 0.8 -0.8 -0.5
N 10.806 5.652 8.575 0.4 0.1 -0.1
C 10.117 5.960 7.713 -2.1 0.4 -1.0
C 9.064 6.490 6.795 0.0 0.1 1.0
C 9.098 7.892 6.597 -0.9 0.2 -2.0
C 8.052 8.462 5.826 1.6 1.3 1.6
C 6.966 7.701 5.491 -2.1 2.9 -2.5
C 6.873 6.398 5.634 3.2 -3.4 2.9
C 7.930 5.768 6.357 -0.3 -0.1 -0.5
H 9.938 8.546 6.811 0.0 -0.5 0.4
H 8.092 9.564 5.602 -0.1 -1.4 0.2
H 6.107 8.091 4.938 0.4 0.8 0.2
H 6.094 5.748 5.362 -1.1 -0.2 -0.6
H 7.728 4.712 6.504 0.9 0.0 0.4
O 14.441 7.419 7.328 -3.6 2.1 -0.8
Se 15.448 6.228 7.085 5.6 0.1 1.9
O 16.766 6.441 6.095 -0.7 0.6 -1.0
O 15.214 4.671 7.126 -2.4 -3.6 -0.6
O 16.880 7.326 8.800 4.6 0.9 0.8
```
Forces are in eV/Å.

Mulliken atomic charge list, values in e, 8 entries:
1. Pt 0.35
2. C -1.87
3. C 2.33
4. C -1.29
5. C -1.65
6. C -1.15
7. H 0.38
8. H 0.49

---

(2)
Entry from OMol25: C18H28N5O6SSiTc as an isolated structure (ωB97M-V/def2-TZVPD).

Computed properties:
**Gap between HOMO and LUMO (alpha / beta)**: 8.287 / 7.516 eV
**Multiplicity**: 4
**Total charge**: +1
**Highest occupied orbital energy (alpha / beta)**: -11.64 / -11.81 eV

XYZ file:
```
60
Properties=species:S:1:pos:R:3:forces:R:3
Tc -0.301 0.229 1.440 -0.4 -0.1 0.3
O 2.178 -0.645 2.779 0.0 0.0 0.2
C 1.800 -1.328 3.973 0.0 0.2 -0.1
C 0.586 -2.152 3.644 -0.2 -0.1 0.1
N -0.575 -1.320 3.237 0.3 0.0 -0.3
C -1.004 -0.424 4.335 -0.1 -0.3 0.1
C -0.369 0.940 4.265 0.3 0.4 -0.8
O -0.180 1.635 5.215 0.0 0.0 0.2
O -0.067 1.328 3.010 0.1 0.0 0.4
C -1.701 -2.161 2.797 0.2 -0.1 0.2
C -2.576 -1.378 1.845 -0.1 0.7 -0.2
O -3.456 -1.891 1.204 -0.1 -0.1 0.0
O -2.250 -0.085 1.774 -0.1 -0.2 -0.1
H 2.727 0.112 3.010 0.0 0.1 0.0
H 1.595 -0.612 4.772 0.0 0.0 0.1
H 2.598 -1.987 4.315 0.0 -0.1 0.0
H 0.323 -2.749 4.525 -0.1 0.0 0.0
H 0.810 -2.827 2.822 0.1 0.0 0.0
H -0.805 -0.868 5.311 0.0 0.0 0.0
H -2.077 -0.259 4.250 0.0 0.0 0.0
H -2.309 -2.498 3.641 0.0 -0.1 0.0
H -1.325 -3.049 2.290 0.0 0.0 0.0
C 1.014 2.212 -4.659 0.0 -0.1 -0.3
Si 1.055 3.156 -3.064 0.0 -0.1 0.1
C 2.351 4.471 -3.085 0.2 0.2 0.0
C -0.609 3.882 -2.724 -0.3 0.1 0.1
C 1.600 1.889 -1.753 0.2 -0.1 0.1
C 2.782 1.184 -2.003 0.0 0.0 0.0
C 3.266 0.203 -1.145 0.1 0.0 -0.1
C 2.556 -0.088 -0.004 -0.1 0.2 0.0
N 1.446 0.608 0.283 0.2 -0.2 0.1
C 0.981 1.550 -0.557 -0.2 0.0 0.0
S -0.555 2.143 0.107 0.1 -0.2 -0.1
H 0.653 2.848 -5.472 0.0 0.0 0.0
H 0.340 1.354 -4.579 0.0 0.0 -0.1
H 2.002 1.841 -4.949 -0.1 0.0 0.0
H 2.126 5.220 -3.850 0.0 0.0 0.0
H 3.340 4.058 -3.304 0.0 0.1 0.0
H 2.403 4.981 -2.120 0.0 0.0 -0.1
H -0.818 4.597 -3.526 0.0 0.0 0.0
H -0.663 4.425 -1.778 0.0 0.0 -0.1
H -1.398 3.126 -2.737 0.0 0.1 0.0
H 3.341 1.395 -2.909 0.0 0.0 0.0
H 4.178 -0.336 -1.361 0.0 0.0 0.0
H 2.840 -0.858 0.695 0.0 0.0 0.0
C -3.070 -2.777 -2.392 0.1 0.0 0.0
N -1.905 -2.359 -1.627 -0.1 -0.1 -0.1
C -0.900 -3.265 -1.100 -0.1 0.1 -0.1
C -0.117 -2.344 -0.185 0.1 0.2 0.0
O 0.828 -2.635 0.511 0.0 0.0 0.0
N -0.701 -1.088 -0.219 0.1 -0.4 0.1
C -1.774 -1.170 -1.049 0.0 0.1 0.1
N -2.587 -0.157 -1.276 0.0 0.0 0.0
H -2.862 -3.747 -2.833 0.0 0.0 0.0
H -3.263 -2.078 -3.205 0.0 0.0 0.0
H -3.948 -2.862 -1.748 0.0 0.0 0.0
H -0.268 -3.685 -1.881 0.0 0.0 0.0
H -1.348 -4.074 -0.518 0.0 0.0 0.0
H -2.456 0.685 -0.733 0.0 0.0 0.0
H -3.483 -0.318 -1.702 0.0 0.0 0.0
```
Forces are in eV/Å.

Mulliken atomic charge list, values in e, 8 entries:
1. Tc 0.73
2. O -0.34
3. C -0.75
4. C -0.85
5. N 0.44
6. C -0.48
7. C 0.19
8. O -0.60

---

Quick rundown of DFT total energy, same order as above: -111133.9333; -59765.9447 eV
Quick rundown of energy relative to the best compared isomer or geometry (same formula, charge and spin), same order as above: 44.0; 8.0 kcal per mole